Entry from OMol25: a cluster of 7 separate species, C40H77Br12Cl2FN3 in total (ωB97M-V/def2-TZVPD).

As for the total charge: +1. The value obtained for the largest force on an atom is 0.0510 Eh/bohr. The molar mass comes out at 1648.829 g mol⁻¹. As for the multiplicity: 1. For the LUMO energy, the calculation gives -1.91 eV. The value obtained for the HOMO-LUMO gap is 9.345 eV.

Last columns: bonded neighbours and bond lengths (Å).
Element x y z (Å)
1 C -0.4419 2.7461 5.5230  C2 1.212, H35 1.119
2 C -0.3690 2.1528 4.4683  C1 1.212, C3 1.580
3 C -0.3148 1.5009 3.0297  C2 1.580, C4 1.586, H36 1.140, H37 1.124
4 C -1.6750 0.7516 2.7052  C3 1.586, C5 1.581, H38 1.135, H39 1.138
5 C -1.5305 -0.5272 1.7865  C4 1.581, C6 1.576, H40 1.134, H41 1.139
6 C -0.6979 -0.3253 0.4637  C5 1.576, C7 1.589, N22 1.524, H42 1.138
7 C -1.4901 0.2684 -0.7796  C6 1.589, C8 1.603, N13 1.479, H43 1.142
8 C -2.5076 1.4482 -0.4008  C7 1.603, Cl9 1.816, C10 1.619, H44 1.128
9 Cl -4.1172 0.7981 0.1336  C8 1.816
10 C -2.7595 2.4393 -1.6560  C8 1.619, C11 1.574, Cl12 1.851, H45 1.136
11 C -4.0910 2.1474 -2.4435  C10 1.574, H46 1.124, H47 1.138, H48 1.120
12 Cl -2.7452 4.1546 -0.9610  C10 1.851
13 N -2.2141 -0.7102 -1.6192  C7 1.479, C14 1.468, C17 1.470
14 C -1.9108 -0.6306 -3.0532  N13 1.468, C15 1.579, H49 1.139, H50 1.136
15 C -0.6030 -1.3722 -3.5364  C14 1.579, F16 1.447, H51 1.139, H52 1.125
16 F 0.5863 -0.5820 -3.3015  C15 1.447
17 C -2.3546 -2.0624 -1.0590  N13 1.470, C18 1.603, C19 1.603, H53 1.141
18 C -3.0538 -3.0750 -2.0857  C17 1.603, H54 1.136, H55 1.130, H56 1.133
19 C -1.0366 -2.6852 -0.3919  C17 1.603, C20 1.583, N22 1.510, H57 1.154
20 C -1.3272 -3.7097 0.7791  C19 1.583, N21 1.508, H58 1.141, H59 1.125
21 N -2.3057 -4.7851 0.3771  C20 1.508, H60 1.026, H61 1.028
22 N -0.0428 -1.6014 -0.0511  C6 1.524, C19 1.510, C23 1.499, H62 1.041
23 C 1.1048 -2.0094 0.8231  N22 1.499, C24 1.599, H63 1.121, H64 1.138
24 C 1.9844 -3.1773 0.1756  C23 1.599, C25 1.589, H65 1.121, H66 1.132
25 C 2.7363 -2.7079 -1.1432  C24 1.589, C26 1.599, H67 1.133, H68 1.138
26 C 4.1145 -1.9879 -0.7689  C25 1.599, C27 1.588, H69 1.134, H70 1.131
27 C 4.0518 -0.5112 -1.3488  C26 1.588, C28 1.588, H71 1.133, H72 1.124
28 C 4.3723 -0.5728 -2.9029  C27 1.588, C29 1.590, H73 1.133, H74 1.131
29 C 3.8714 0.7082 -3.7001  C28 1.590, C30 1.593, H75 1.134, H76 1.133
30 C 4.0996 2.0900 -2.9409  C29 1.593, C31 1.611, H77 1.124, H78 1.132
31 C 2.6948 2.8351 -2.6816  C30 1.611, C32 1.601, H79 1.134, H80 1.132
32 C 2.8236 4.3889 -3.0439  C31 1.601, C33 1.585, H81 1.130, H82 1.138
33 C 2.2436 5.3141 -1.8946  C32 1.585, C34 1.605, H83 1.151, H84 1.137
34 C 0.6683 5.0850 -1.6875  C33 1.605, H85 1.127, H86 1.129, H87 1.132
35 H -0.1778 3.4254 6.3717  C1 1.119
36 H -0.2565 2.3925 2.3221  C3 1.140
37 H 0.6143 0.8874 2.8759  C3 1.124
38 H -2.4802 1.4566 2.3275  C4 1.135
39 H -2.0775 0.3782 3.7021  C4 1.138
40 H -2.5707 -0.9483 1.6233  C5 1.134
41 H -1.0002 -1.3127 2.4180  C5 1.139
42 H 0.1753 0.3808 0.6451  C6 1.138
43 H -0.7043 0.7614 -1.4457  C7 1.142
44 H -1.9793 2.0833 0.3673  C8 1.128
45 H -1.8443 2.4060 -2.3280  C10 1.136
46 H -4.0902 1.0716 -2.7694  C11 1.124
47 H -4.0447 2.7692 -3.3961  C11 1.138
48 H -5.0138 2.4765 -1.9010  C11 1.120
49 H -1.7409 0.4705 -3.2898  C14 1.139
50 H -2.7676 -0.9231 -3.7394  C14 1.136
51 H -0.6758 -1.4391 -4.6709  C15 1.139
52 H -0.4945 -2.4342 -3.1805  C15 1.125
53 H -3.1079 -1.9840 -0.2053  C17 1.141
54 H -3.8197 -2.5423 -2.7334  C18 1.136
55 H -3.6346 -3.8807 -1.5470  C18 1.130
56 H -2.2982 -3.5900 -2.7548  C18 1.133
57 H -0.5448 -3.3110 -1.2270  C19 1.154
58 H -0.3974 -4.2810 1.1124  C20 1.141
59 H -1.7534 -3.2490 1.7127  C20 1.125
60 H -1.8997 -5.2188 -0.4596  N21 1.026
61 H -2.2642 -5.5107 1.1046  N21 1.028
62 H 0.3814 -1.3150 -0.9578  N22 1.041
63 H 0.8230 -2.3002 1.8689  C23 1.121
64 H 1.8155 -1.1217 0.8771  C23 1.138
65 H 1.3839 -4.0872 -0.0847  C24 1.121
66 H 2.7791 -3.4687 0.9278  C24 1.132
67 H 2.0916 -2.1095 -1.8573  C25 1.133
68 H 3.0228 -3.6509 -1.7131  C25 1.138
69 H 4.9844 -2.5909 -1.1755  C26 1.134
70 H 4.1838 -1.9262 0.3580  C26 1.131
71 H 2.9835 -0.1491 -1.2426  C27 1.133
72 H 4.7406 0.1971 -0.8133  C27 1.124
73 H 3.8790 -1.4848 -3.3593  C28 1.133
74 H 5.4939 -0.6749 -3.0041  C28 1.131
75 H 4.4714 0.7390 -4.6624  C29 1.134
76 H 2.7824 0.5940 -3.9901  C29 1.133
77 H 4.7151 2.0158 -2.0032  C30 1.124
78 H 4.6716 2.7597 -3.6515  C30 1.132
79 H 2.4045 2.7775 -1.5869  C31 1.134
80 H 1.8631 2.3794 -3.2993  C31 1.132
81 H 3.8899 4.7049 -3.2454  C32 1.130
82 H 2.2376 4.5438 -4.0071  C32 1.138
83 H 2.8171 5.0754 -0.9258  C33 1.151
84 H 2.4436 6.4062 -2.1391  C33 1.137
85 H 0.3916 5.6800 -0.7715  C34 1.127
86 H 0.4308 3.9925 -1.5274  C34 1.129
87 H 0.1244 5.5225 -2.5791  C34 1.132
88 Br -2.6690 -7.4091 -2.3913  C89 1.947
89 C -1.0424 -7.3005 -3.4567  Br88 1.947, C90 1.506, H92 1.089, H93 1.090
90 C 0.1544 -6.9994 -2.5930  C89 1.506, Br91 1.953, H94 1.090, H95 1.088
91 Br 0.1936 -5.1156 -2.0810  C90 1.953
92 H -1.2168 -6.5518 -4.2276  C89 1.089
93 H -0.9409 -8.2799 -3.9247  C89 1.090
94 H 1.0802 -7.1648 -3.1447  C90 1.090
95 H 0.1787 -7.5789 -1.6720  C90 1.088
96 Br 5.4289 5.8218 0.6089  C97 1.949
97 C 4.8324 6.4061 2.3703  Br96 1.949, C98 1.506, H100 1.089, H101 1.091
98 C 3.3727 6.1026 2.5822  C97 1.506, Br99 1.947, H102 1.091, H103 1.089
99 Br 2.2405 7.3712 1.6335  C98 1.947
100 H 5.0688 7.4659 2.4500  C97 1.089
101 H 5.4470 5.8475 3.0781  C97 1.091
102 H 3.1052 6.2150 3.6335  C98 1.091
103 H 3.0876 5.1077 2.2444  C98 1.089
104 Br 5.9438 5.1766 5.4494  C105 1.949
105 C 7.8666 5.3659 5.7092  Br104 1.949, C106 1.507, H108 1.088, H109 1.090
106 C 8.4098 6.5441 4.9415  C105 1.507, Br107 1.949, H110 1.090, H111 1.088
107 Br 8.5728 6.1378 3.0427  C106 1.949
108 H 8.3203 4.4192 5.4219  C105 1.088
109 H 7.9946 5.5143 6.7816  C105 1.090
110 H 9.4221 6.7814 5.2692  C106 1.090
111 H 7.7891 7.4344 5.0237  C106 1.088
112 Br -7.8619 3.5458 -2.0722  C113 1.949
113 C -7.3234 4.3881 -0.3988  Br112 1.949, C114 1.507, H116 1.088, H117 1.091
114 C -8.0459 3.7826 0.7772  C113 1.507, Br115 1.948, H118 1.090, H119 1.089
115 Br -9.8803 4.4269 0.8900  C114 1.948
116 H -7.5013 5.4561 -0.5098  C113 1.088
117 H -6.2497 4.2090 -0.3231  C113 1.091
118 H -7.5790 4.0895 1.7135  C114 1.090
119 H -8.0930 2.6957 0.7394  C114 1.089
120 Br 0.4138 -1.5544 5.2835  C121 1.949
121 C 0.9565 -0.6845 6.9412  Br120 1.949, C122 1.507, H124 1.089, H125 1.090
122 C 0.2433 -1.2769 8.1289  C121 1.507, Br123 1.948, H126 1.090, H127 1.088
123 Br -1.5941 -0.6404 8.2396  C122 1.948
124 H 0.7717 0.3814 6.8144  C121 1.089
125 H 2.0308 -0.8562 7.0133  C121 1.090
126 H 0.7130 -0.9536 9.0580  C122 1.090
127 H 0.2021 -2.3644 8.1076  C122 1.088
128 Br -5.9530 -7.7203 -1.1114  C129 1.948
129 C -7.0254 -9.1086 -1.9589  Br128 1.948, C130 1.507, H132 1.088, H133 1.090
130 C -6.2485 -9.8163 -3.0395  C129 1.507, Br131 1.948, H134 1.090, H135 1.089
131 Br -6.1328 -8.7329 -4.6545  C130 1.948
132 H -7.9326 -8.6305 -2.3235  C129 1.088
133 H -7.2820 -9.7996 -1.1557  C129 1.090
134 H -6.7608 -10.7286 -3.3455  C130 1.090
135 H -5.2285 -10.0590 -2.7465  C130 1.089